1.
Computed, not measured: a 3-piece molecular cluster, C39H74Cl2I2N4O5P overall, with the ωB97M-V functional and the def2-TZVPD basis.

Last column: Löwdin charge in e.
Positions of all 127 atoms, in Å:
C  -1.602  -7.585  2.073  -0.12
C  -2.810  -7.168  2.982  -0.25
C  -3.571  -5.968  2.376  -0.23
C  -4.966  -5.753  3.010  -0.21
C  -5.835  -4.728  2.215  -0.19
C  -6.547  -3.681  3.138  -0.19
C  -6.454  -2.221  2.602  -0.19
C  -5.726  -1.251  3.601  -0.19
C  -4.229  -1.274  3.244  -0.24
C  -3.371  -0.245  4.037  -0.18
C  -1.887  -0.460  3.567  -0.22
C  -1.104  0.852  3.766  -0.14
C  0.400  0.799  3.261  -0.07
C  0.671  -0.440  2.422  -0.08
C  0.404  -0.324  1.055  -0.22
O  -0.078  0.844  0.552  -0.06
C  0.938  1.847  0.273  -0.16
C  1.168  2.169  -1.220  -0.23
C  2.707  2.136  -1.472  -0.14
C  0.625  -1.419  0.183  -0.20
C  0.315  -1.345  -1.290  -0.72
I  1.757  -1.102  -2.821  1.12
C  -0.969  -1.469  -1.656  -0.74
C  -1.418  -1.442  -3.107  -0.20
I  -2.510  -1.763  -0.215  1.05
C  1.115  -2.621  0.781  -0.17
P  1.396  -4.060  -0.398  0.92
O  1.827  -5.406  0.449  -0.27
O  2.780  -3.624  -1.201  -0.34
C  1.333  -2.666  2.137  -0.28
O  1.813  -3.836  2.663  -0.07
N  0.826  -4.847  2.972  0.06
O  -0.259  -4.542  2.737  0.08
N  1.138  -1.592  2.947  0.09
C  1.465  -1.686  4.388  -0.56
Cl  0.394  -2.857  5.243  0.77
C  3.000  -2.006  4.611  -0.71
C  3.288  -3.252  5.459  -0.15
Cl  3.818  -0.545  5.248  0.66
H  -1.364  -6.791  1.347  0.05
H  -1.803  -8.517  1.526  0.07
H  -0.691  -7.760  2.666  0.06
H  -3.440  -8.065  3.083  0.10
H  -2.383  -6.952  3.973  0.10
H  -2.982  -5.068  2.636  0.10
H  -3.624  -6.133  1.290  0.12
H  -4.886  -5.482  4.072  0.11
H  -5.484  -6.728  2.969  0.11
H  -5.233  -4.238  1.434  0.09
H  -6.611  -5.309  1.690  0.11
H  -6.090  -3.720  4.140  0.09
H  -7.593  -4.010  3.232  0.11
H  -5.851  -2.264  1.678  0.08
H  -7.453  -1.840  2.350  0.11
H  -6.197  -0.266  3.482  0.11
H  -5.891  -1.635  4.618  0.11
H  -3.803  -2.283  3.400  0.12
H  -4.151  -1.021  2.173  0.05
H  -3.482  -0.358  5.122  0.12
H  -3.687  0.747  3.673  0.12
H  -1.477  -1.263  4.197  0.07
H  -1.972  -0.749  2.510  0.04
H  -1.622  1.610  3.156  0.12
H  -1.151  1.194  4.809  0.12
H  0.525  1.702  2.655  0.10
H  1.113  0.913  4.088  0.11
H  1.901  1.635  0.767  0.13
H  0.571  2.776  0.744  0.13
H  0.871  3.208  -1.434  0.10
H  0.614  1.509  -1.896  0.07
H  3.075  1.118  -1.256  0.02
H  2.964  2.336  -2.520  0.07
H  3.220  2.799  -0.761  0.08
H  -0.863  -2.236  -3.637  0.07
H  -1.170  -0.482  -3.584  0.07
H  -2.478  -1.692  -3.225  0.06
H  2.733  -5.640  0.187  0.08
H  3.396  -3.248  -0.550  0.07
H  1.292  -0.748  4.911  0.07
H  3.441  -2.200  3.623  0.10
H  4.377  -3.419  5.399  0.09
H  2.817  -4.163  5.082  0.06
H  3.088  -3.072  6.525  0.08
C  -4.099  7.365  -2.096  -0.09
C  -3.817  5.958  -1.589  -0.28
N  -3.644  4.982  -2.650  -0.20
C  -3.649  3.609  -2.176  -0.25
C  -2.515  3.169  -1.244  -0.08
C  -2.631  5.295  -3.645  -0.24
C  -1.192  5.512  -3.160  -0.08
H  -4.966  7.376  -2.759  0.08
H  -4.313  8.024  -1.253  0.07
H  -3.247  7.788  -2.629  0.07
H  -4.671  5.655  -0.978  0.12
H  -2.947  5.994  -0.914  0.10
H  -3.681  2.935  -3.037  0.11
H  -4.598  3.442  -1.655  0.11
H  -1.580  3.022  -1.785  0.04
H  -2.769  2.208  -0.785  0.06
H  -2.343  3.879  -0.433  0.07
H  -2.947  6.196  -4.178  0.10
H  -2.634  4.516  -4.412  0.12
H  -1.142  6.133  -2.265  0.07
H  -0.616  6.017  -3.939  0.07
H  -0.687  4.568  -2.956  0.04
C  6.442  1.297  -6.747  -0.09
C  6.018  2.146  -5.557  -0.28
N  7.077  2.365  -4.589  -0.20
C  6.603  2.932  -3.338  -0.25
C  5.997  4.340  -3.367  -0.09
C  8.308  2.939  -5.111  -0.24
C  8.221  4.296  -5.819  -0.08
H  6.852  0.340  -6.420  0.08
H  5.577  1.093  -7.380  0.07
H  7.184  1.801  -7.367  0.07
H  5.199  1.618  -5.057  0.11
H  5.598  3.092  -5.930  0.10
H  7.419  2.915  -2.609  0.11
H  5.848  2.248  -2.930  0.10
H  6.760  5.109  -3.471  0.06
H  5.479  4.535  -2.425  0.06
H  5.267  4.461  -4.169  0.07
H  8.747  2.222  -5.809  0.10
H  9.039  3.007  -4.302  0.12
H  7.377  4.355  -6.508  0.07
H  9.129  4.462  -6.404  0.07
H  8.148  5.120  -5.110  0.05

Output
**HOMO level**: -9.616 eV
**Charge**: +1
**Total energy**: -108365.9473 eV
**HOMO-LUMO gap**: 5.346 eV

2.
Computed, not measured: C3H3O2Sm as an isolated structure, with the ωB97M-V functional and the def2-TZVPD basis.

Last column: Mulliken spin population.
Positions of all 9 atoms, in Å:
O  0.349  -0.333  -0.017  0.14
C  1.388  0.350  0.018  0.69
O  2.562  0.094  -0.080  0.15
Sm  5.168  0.857  0.047  6.01
C  -1.119  0.222  0.034  0.01
C  -2.125  -0.613  -0.031  0.00
H  -1.099  1.307  0.137  -0.01
H  -3.129  -0.194  0.050  0.00
H  -1.995  -1.689  -0.159  0.00

Output
**HOMO level (spin up / spin down)**: -15.770 / -16.670 eV
**Charge**: +2
**Total energy**: -25137.7739 eV
**HOMO-LUMO gap (spin up / spin down)**: 5.759 / 6.850 eV
**ΔE to the lowest compared entry with this formula, charge and spin**: 0.0 kcal per mole
**Multiplicity**: 8
**<S²>**: 15.76

3.
Computed, not measured: C7H11N as an isolated structure, with the ωB97M-V functional and the def2-TZVPD basis.

Last column: Löwdin charge in e.
Positions of all 19 atoms, in Å:
C  -0.884  0.650  -0.305  -0.06
C  0.711  -0.421  -0.650  -0.17
C  -1.181  1.916  -0.143  0.02
C  -1.368  -0.825  -0.513  -0.37
C  -2.164  -1.347  0.714  -0.06
C  2.371  0.529  0.625  -0.11
C  2.117  -0.099  -0.679  -0.24
N  -0.059  -1.394  -0.691  0.08
H  -2.189  2.213  -0.009  0.05
H  -0.359  2.574  -0.136  0.04
H  -1.902  -0.950  -1.451  0.13
H  -3.156  -0.909  0.476  0.07
H  -1.871  -1.082  1.664  0.03
H  -2.293  -2.569  0.756  0.13
H  3.440  0.566  0.861  0.09
H  1.945  -0.023  1.357  0.04
H  1.802  1.462  0.564  0.08
H  2.735  -0.956  -0.934  0.12
H  2.307  0.665  -1.508  0.14

Output
**HOMO level**: -8.491 eV
**Total energy**: -8923.1898 eV
**HOMO-LUMO gap**: 9.554 eV
**ΔE to the lowest compared entry with this formula, charge and spin**: 104.7 kcal per mole